# 1
Below is a 11-piece molecular cluster, C51H92N15O3Si overall at a distorted geometry, with properties calculated with ωB97M-V with the def2-TZVPD basis set.

Geometry (Å):
H1 3.8161 6.6538 1.3609
H2 -1.9110 -0.2806 2.5720
C1 -7.4007 0.3632 -4.3621
H3 -1.0346 0.6080 -5.1038
H4 -2.6592 -6.6093 5.3451
H5 1.0326 -0.8991 0.9986
C2 -8.0263 -0.3694 -5.5433
H6 -0.6746 10.7704 -3.7867
H7 -4.4430 -2.1311 1.2484
N1 -4.3353 -0.9076 -5.3899
H8 2.5963 7.9805 -3.3792
H9 5.3086 -1.1405 4.5081
H10 -0.7933 -6.5948 2.0214
H11 3.0186 -8.8719 3.7076
H12 0.8095 -4.9963 0.0192
H13 3.5081 -6.3164 5.3224
H14 6.4896 -2.2382 5.2026
H15 -0.0660 -1.8110 -6.7260
H16 -8.1424 0.2950 -6.4009
C3 3.2959 -4.6728 8.8184
C4 -2.8270 2.4581 -2.7595
H17 -1.0115 9.0741 -4.0842
H18 -2.0939 -5.8064 1.1386
H19 1.7763 -6.8285 -3.2054
H20 -0.2479 -6.0231 -1.9761
N2 2.3372 -7.7212 -0.2391
H21 -3.4675 2.2125 -3.5970
H22 3.4277 -5.3917 10.8479
H23 2.3618 -5.1925 8.6053
C5 -2.5930 9.1264 -8.7176
H24 1.6909 7.4985 0.3197
N3 -2.5894 11.2305 -5.9562
N4 2.2060 -2.7169 4.0988
C6 4.0525 -5.3721 9.9534
H25 1.9952 -6.8115 4.5850
C7 -4.9781 -0.3274 1.6769
H26 -3.0244 -7.2451 2.9519
N5 2.7518 -2.2001 9.4816
C8 1.6884 8.2026 -3.9420
C9 0.1832 1.4610 2.7603
C10 -2.8328 10.9203 -7.0346
H27 4.2314 -6.4089 9.6643
H28 5.4661 -9.2530 3.8810
C11 -3.8836 0.4953 2.2991
O1 -4.9091 -1.6758 1.9571
C12 3.6619 -8.0519 4.0285
H29 2.5417 6.8208 2.5584
C13 -5.0764 -0.0872 -5.0775
H30 2.2780 -4.6542 -0.8996
H31 -2.7004 11.2630 -9.0868
C14 1.9413 -6.6733 -0.4907
H32 -0.1714 -3.0825 -4.6061
N6 0.0167 -8.0648 4.5659
C15 -0.8531 -7.3156 4.5792
O2 2.2896 2.5238 2.9639
C16 -0.6399 1.7815 1.5762
H33 2.2019 4.5834 -0.4762
H34 4.7259 -3.9680 5.5439
C17 -0.2474 9.8478 -4.1737
H35 1.9656 8.3244 -4.9898
H36 -3.0050 -0.7411 -1.1679
H37 0.7947 -5.7776 -4.2139
C18 1.9065 -0.6171 1.6006
C19 -0.9789 0.0008 -6.0099
H38 6.6298 -2.2823 2.7369
C20 2.8400 6.2738 1.6643
H39 -4.2196 10.5518 -8.5444
C21 5.8601 -7.5437 5.0094
H40 6.0903 -3.8567 3.3240
H41 -7.4196 -1.2218 -5.8515
H42 -6.1049 1.6738 -5.5123
C22 2.2615 1.2520 0.0887
H43 -5.8860 2.0341 -0.9447
H44 -1.7977 2.1678 -2.9410
H45 -3.4185 -5.5582 3.2264
H46 -5.6233 1.4874 -3.8253
H47 4.9328 -2.7259 2.6073
H48 3.1562 0.9401 -0.4373
C23 -1.6012 -5.8670 2.1103
N7 2.3128 0.7751 1.4686
H49 2.2242 2.3311 0.0711
H50 0.8624 -0.9821 -5.4900
H51 2.9561 5.2228 1.9382
H52 3.8966 -7.4652 3.1382
H53 -4.7294 -0.5410 -1.1346
C24 -6.0268 0.9600 -4.6913
N8 -2.0989 1.8478 0.0206
H54 -0.5360 0.6196 -6.7897
H55 5.2385 -3.6792 10.6290
H56 -0.7307 8.0327 -8.8241
H57 0.7781 9.3425 -2.3520
C25 0.6096 -5.3591 -2.1012
H58 -2.8737 8.8589 -9.7374
C26 5.5701 -2.1947 4.6186
C27 -2.4886 0.1065 1.7495
H59 -4.0870 1.5455 2.1435
N9 -0.9435 -0.9222 -2.4580
H60 -2.6070 -0.7158 1.0547
N10 4.3764 6.4578 -1.7567
H61 6.0338 -4.6767 9.4033
H62 -3.0662 8.3999 -8.0545
C28 3.1935 -2.8417 4.6727
C29 -2.5940 -6.2732 3.1959
C30 -0.7751 -2.1834 -4.7371
H63 -3.7790 -0.3221 -2.6399
H64 -1.5217 -5.3579 4.8429
C31 -0.1502 -1.2591 -5.7896
H65 0.8270 6.1013 0.9395
H66 3.8957 -4.6713 7.9070
H67 -0.0388 2.2173 3.5042
C32 2.9904 -3.2831 9.1828
H68 -3.9323 0.3207 3.3687
H69 0.2156 -4.3552 -2.2796
H70 -2.8453 3.5297 -2.5932
H71 1.7343 10.2951 -3.4734
C33 1.4145 -5.8064 -3.3171
C34 2.9097 -7.1835 5.0253
H72 -7.3064 -0.3234 -3.5182
C35 0.7895 7.0502 -3.8312
N11 -0.3221 2.7516 0.7438
C36 1.6800 1.6316 2.4055
N12 -1.7759 1.2060 1.1489
N13 6.5664 -6.6942 5.3244
H73 5.9005 -5.2472 11.0673
C37 1.0181 9.4749 -3.4094
H74 1.7468 -0.9041 2.6302
H75 2.6482 -7.7451 5.9235
H76 4.7425 -9.2406 5.4892
C38 5.8175 -2.8030 3.2428
H77 1.3427 5.7788 -1.4494
C39 4.4643 -2.9177 5.3967
Si1 -3.4830 1.6478 -1.2005
H78 4.3293 -2.4620 6.3790
H79 -9.0114 -0.7493 -5.2763
H80 -0.7671 9.2377 -7.5440
C40 1.4323 -5.3371 -0.8087
H81 -0.5749 9.7434 -9.2276
C41 -5.0105 2.6211 -0.6978
H82 -5.0280 2.8641 0.3603
C42 4.9555 -8.6274 4.6128
N14 -1.2246 2.7681 -0.2107
H83 2.2760 -5.1555 -3.4791
C43 -3.1382 10.5262 -8.4124
C44 -3.8211 -0.1445 -1.5744
C45 -1.0787 9.0335 -8.5694
H84 -8.0622 1.1707 -4.0447
H85 -0.0365 0.4956 3.1998
H86 -5.0126 3.5679 -1.2223
C46 -1.9364 -6.3321 4.5781
O3 -5.8840 0.1350 1.0280
C47 -0.8689 -1.4949 -3.4504
H87 -1.1587 -4.8915 2.3298
H88 1.4093 0.8558 -0.4718
H89 -1.7756 -2.4882 -5.0480
C48 1.7957 6.4401 0.5661
N15 0.0937 6.1431 -3.7125
H90 -0.0369 9.9980 -5.2332
C49 5.3825 -4.7023 10.2791
H91 -1.9930 -0.2569 -6.3134
C50 2.1270 5.6479 -0.7034
H92 2.7309 -1.2332 1.2587
C51 3.3928 6.0955 -1.2871

Atoms 1-3, force components in eV/Å:
H -0.01 -0.01 -0.08
H 0.54 0.09 0.04
C -0.19 -0.11 -0.08

Computed properties:
**Max |F|**: 2.7 eV/A
**Multiplicity**: 1
**Charge**: +1
**Total energy**: -3334.75004 hartree
**LUMO energy**: -3.64 eV

Here are the Löwdin charges for atoms 1 to 4, given in e:
1. H 0.075
2. H 0.131
3. C -0.255
4. H 0.058

=====

# 2
Below is a 13-piece molecular cluster, C52H100N4O18S9 overall at a distorted geometry, with properties calculated with ωB97M-V with the def2-TZVPD basis set.

Geometry (Å):
C1 -0.9169 1.9894 5.3854
H1 2.8595 -7.4829 -2.5978
C2 4.4960 2.3085 5.3272
H2 0.1932 -2.2765 1.9683
H3 4.9237 -6.0403 -1.1173
C3 -4.9374 3.9038 -3.4333
H4 6.6805 3.5053 4.0695
O1 0.6988 2.8269 7.3075
H5 -1.5550 -0.1046 1.5116
C4 -0.3957 -1.9481 -0.0967
C5 2.9911 -7.0627 -1.6149
C6 0.7050 1.6068 -3.5013
H6 -1.7932 -0.5490 -0.9981
C7 5.6489 1.2723 -1.1917
H7 -3.6854 4.0317 -0.3385
H8 3.5784 -1.5056 3.5413
H9 -0.5823 1.5794 -5.3677
H10 3.3666 -5.4423 2.7521
H11 2.4381 -6.0272 0.9110
H12 2.6048 -5.5857 4.3009
O2 -3.5020 2.2701 1.5414
H13 -0.9353 1.3064 0.6881
S1 -4.5992 1.3944 1.9749
H14 0.4419 1.7301 -2.4568
C8 0.5499 -1.8253 1.0877
O3 4.1442 -4.1933 0.4562
H15 0.9497 -1.7134 -3.2283
H16 -3.9848 -0.8685 2.4255
N1 0.9075 -5.6089 -4.2879
C9 1.5894 -6.6340 -1.1050
H17 -2.6553 -3.7304 -6.9578
H18 -5.3034 3.2217 3.4103
O4 2.7542 -3.5393 -1.4929
O5 7.2670 -0.7608 -0.9945
H19 -4.8580 -3.2196 -2.6982
S2 3.2544 -4.5762 -0.6049
H20 -0.0768 -0.1146 -1.1995
H21 1.5157 -2.2050 0.9304
H22 -0.0154 -2.5087 -0.9552
H23 1.9468 -1.4707 -5.6543
H24 -5.1104 -0.9127 -1.2653
C10 -3.8018 2.2886 -1.7490
C11 2.1914 5.9662 -0.1422
H25 3.8997 4.5609 0.1265
C12 -3.5332 3.7435 -1.3587
H26 -4.3207 -1.8707 -7.0888
C13 2.0661 3.4275 0.1317
H27 -0.2953 -2.7498 -3.9939
H28 -7.3630 -3.0507 -0.9465
C14 0.4969 -1.9818 -4.1829
O6 4.7478 4.5258 2.6135
H29 -1.2341 -2.4856 0.3040
O7 -3.5206 -1.9290 0.5154
H30 2.3519 2.9654 -3.3379
H31 -6.5387 1.4464 4.9735
H32 3.1085 -3.3226 -4.2494
H33 1.7377 6.3526 -1.0768
C15 -4.2618 4.7183 -2.3287
O8 -6.3581 2.1370 -2.0008
H34 6.3643 1.6566 -1.9305
H35 -2.8450 -1.4321 -6.4791
O9 6.8164 0.5631 1.1170
C16 4.2488 -0.7970 -1.4542
H36 -6.2121 -0.4588 3.4850
H37 -5.3169 -1.9773 -4.7522
H38 3.5221 1.1747 -1.2077
H39 -6.4808 -0.9759 -0.0726
N2 6.0223 -2.3801 4.9947
H40 2.8031 6.7121 0.3652
H41 0.8772 3.7500 -3.8729
C17 1.9203 -5.5760 0.0261
H42 -6.1791 -4.4838 -2.4771
N3 2.0560 2.6694 -6.5618
C18 -0.8249 4.3784 4.8450
O10 -5.5542 0.8794 1.0656
H43 4.2194 -0.4371 0.6493
H44 -4.9876 5.3533 -1.8357
C19 2.9548 4.5742 -0.4098
H45 5.3795 0.7016 4.2778
C20 -0.8364 0.2352 0.7549
O11 -1.5720 2.3802 8.0119
C21 -3.6731 -2.0784 -6.2616
H46 5.1430 -1.8800 0.2125
C22 -5.6067 -3.6898 -2.0216
H47 4.1622 1.0031 -2.7885
N4 -2.7042 -1.4273 -3.0916
C23 -3.5196 -1.3379 -3.9199
C24 1.5088 2.8667 -3.9790
H48 2.0438 -3.3274 3.1694
O12 -5.6012 -2.9217 1.5161
S3 6.3849 0.0251 -0.1701
H49 0.7811 -2.6038 -6.1230
H50 0.2508 4.5729 4.6380
H51 2.5244 -3.2716 4.8418
C25 1.4344 -2.3647 -5.2823
H52 -5.1309 -0.6751 4.8563
C26 1.0036 5.5865 0.7513
H53 -4.0675 1.5920 -0.9556
C27 -4.1810 0.0323 3.0255
C28 -1.2993 3.0181 4.3610
C29 5.1347 -2.3950 4.2728
S4 0.4694 4.0392 0.1115
C30 3.3875 -5.0751 3.7804
H54 -6.6523 2.2535 2.6865
H55 -4.4135 3.7389 -4.4104
H56 -1.3009 2.3946 -4.0247
H57 4.4070 -5.1242 4.1738
C31 3.9654 -2.5145 3.3960
H58 4.1920 -2.6551 2.3189
H59 -5.9263 4.3391 -3.6403
S5 4.7688 3.0907 2.8538
C32 3.9656 -5.8326 -1.6014
S6 -0.7088 2.8909 6.9730
H60 6.5496 1.3051 5.4560
H61 4.6131 -1.4024 -2.2342
C33 -3.3344 -3.5556 -6.1108
C34 4.3370 0.7240 -1.7403
S7 -5.1677 2.2640 -2.8289
S8 -4.8644 -2.5451 0.3681
H62 4.6281 3.1807 5.9078
C35 -5.3583 -0.0605 4.0173
H63 4.0486 -5.4888 -2.6331
H64 -2.8228 -3.5283 -5.1431
H65 0.9908 -6.0891 -1.8364
H66 -1.5918 1.1349 5.5241
C36 -0.6867 1.5050 -4.2747
H67 2.9377 -3.8134 -5.9374
H68 3.1008 4.3715 -1.5053
O13 -4.9627 1.3093 -3.8797
H69 5.5168 2.1479 -0.5574
C37 -0.9951 4.4900 6.3696
H70 1.2105 5.3624 1.8056
C38 3.6324 2.6840 4.1761
H71 -1.2883 5.2193 4.3653
O14 -0.3648 3.3008 1.0206
H72 -2.4846 3.9487 -1.4641
O15 0.6947 0.1756 2.8111
C39 4.9093 -0.8919 -0.0748
S9 0.7060 -0.1209 1.4130
H73 -3.8414 -4.4366 -0.9423
H74 -0.1708 5.1015 6.7906
H75 -7.1605 -2.1242 -2.4452
C40 2.8857 -3.5574 3.8408
H76 2.3185 3.0994 1.1352
H77 6.8604 2.0434 2.9549
H78 0.9776 -5.1181 0.2665
H79 -4.8696 1.7364 5.0937
H80 0.9957 -7.4369 -0.6716
C41 -5.6375 1.3509 4.4366
H81 2.0644 2.4708 -0.4306
C42 -5.8240 -1.5369 -0.7237
C43 1.8240 2.7470 -5.4266
C44 -4.3789 -1.4727 -5.0385
H82 -1.1887 0.6496 -3.9023
H83 3.9352 1.6188 5.9249
H84 3.2314 -1.0553 -1.3512
H85 -0.9347 2.8197 3.3628
H86 3.0253 1.8669 3.8244
H87 -2.3907 2.9052 4.2093
C45 2.3997 -3.5342 -5.0436
H88 3.0027 3.5571 4.3537
C46 -5.6812 2.2499 3.2050
C47 -6.6267 -2.6085 -1.5875
H89 -3.3234 0.3672 3.5810
H90 0.1081 1.5684 5.2346
C48 6.2349 2.5396 3.6678
H91 1.2971 0.7516 -3.6755
H92 -4.1937 -4.2011 -6.0442
H93 3.2739 -7.8172 -0.8464
C49 -0.8094 -0.5351 -0.5469
H94 -3.0031 1.8354 -2.3031
C50 5.7624 1.6257 4.7196
O16 0.0376 4.2970 -1.2546
C51 1.5867 -4.7099 -4.5676
H95 -0.0815 -1.0966 -4.4747
H96 -4.6215 -0.4141 -5.3231
H97 -3.5945 5.3355 -2.8846
H98 0.2865 6.3957 0.8555
H99 -1.9760 4.8189 6.6938
H100 -5.3165 -4.8119 -0.2160
O17 4.4760 2.2083 1.7940
C52 -4.8584 -4.0139 -0.7281
O18 1.8559 0.3314 0.6211

Atoms 1-3, force components in eV/Å:
C 1.42 -0.79 0.75
H 0.47 -0.33 -0.28
C 0.26 -1.29 0.10

Computed properties:
**Max |F|**: 3.6 eV/A
**Multiplicity**: 1
**Total energy**: -7198.20743 hartree
**LUMO energy**: 0.14 eV

Here are the Löwdin charges for atoms 1 to 4, given in e:
1. C -0.209
2. H 0.099
3. C -0.203
4. H 0.090

=====

Which of these has the highest max |F|? C52H100N4O18S9